A molecular structure, F17Li13Sr2 at a distorted geometry. Source: the Open Molecules 2025 dataset; level of theory: ωB97M-V/def2-TZVPD.

Geometry as XYZ:
```
32
Properties=species:S:1:pos:R:3:mulliken_charge:R:1
Sr 2.29178 -1.68965 -1.27476 1.72
Sr -1.00292 -3.81050 -2.29457 1.54
Li 2.05923 1.20231 3.38280 0.84
Li -3.73734 -3.06256 0.97391 0.84
Li -1.75929 -0.00557 -1.28713 0.83
Li 3.16142 -2.42059 2.24319 0.79
Li 2.72285 2.03696 -2.52420 0.76
Li -1.56893 3.37425 -2.14842 0.79
Li 0.53951 -0.96467 1.71756 1.06
Li 1.42445 0.16122 -4.48792 0.81
Li 2.69184 2.80421 0.78527 0.78
Li -3.51813 -0.14229 0.81701 0.84
Li 0.59277 1.96579 -0.37078 1.03
Li -0.97741 1.34345 2.10224 0.78
Li -1.08295 -3.16582 1.96801 0.77
F -1.52940 0.79465 4.04233 -0.88
F -0.24248 0.17772 0.15078 -0.66
F -0.60426 4.09786 -0.42755 -0.87
F -2.39864 -1.98116 -1.34252 -0.80
F 3.48377 -0.12242 -3.02551 -0.90
F 1.09979 2.13282 1.76210 -0.80
F 0.38183 -1.47229 -3.14414 -0.79
F -1.19355 -4.22119 0.15793 -0.84
F 2.40417 1.20763 -0.76666 -0.83
F -2.78747 1.37245 -0.19096 -0.84
F -2.44075 -1.71871 1.64913 -0.78
F 0.30203 2.17701 -2.37483 -0.84
F 1.10777 -2.58056 1.04038 -0.91
F -2.79439 0.57233 -3.06826 -0.92
F 4.54153 -0.73016 -0.06625 -0.86
F 1.11914 -0.54432 3.61526 -0.85
F -2.28595 3.21179 2.38657 -0.81
```

Properties
Energy above the lowest of the compared OMol25 structures with the same formula, charge and spin (kJ/mol): 0.00
Orbital gap (eV): 1.52
Largest force on an atom (eV Å⁻¹): 3.8

A gas-phase ion, CH5ClN3O (charge +1) at a distorted geometry. Source: the Open Molecules 2025 dataset; level of theory: ωB97M-V/def2-TZVPD.

Geometry as XYZ:
```
11
Properties=species:S:1:pos:R:3:mulliken_charge:R:1
C 0.11731 0.16489 0.04618 0.66
N 0.43599 1.48987 0.13784 -0.33
N 1.20429 -0.68875 0.05866 -0.21
N -1.13130 -0.15171 0.15510 -0.08
O -1.66687 -1.48126 0.14133 -0.42
Cl 2.84508 -0.07909 0.00561 -0.03
H 1.50376 1.48416 0.06776 0.16
H -0.14978 2.21521 -0.05364 0.23
H 1.10547 -1.64837 -0.31476 0.34
H -2.25384 -1.61213 -0.62947 0.38
H -2.01010 0.30717 0.38537 0.29
```

Properties
SMILES: N/C(NCl)=[NH+]/O
Net charge: +1
Energy above the lowest of the compared OMol25 structures with the same formula, charge and spin (kJ/mol): 6.21
Orbital gap (eV): 10.63
Largest force on an atom (eV Å⁻¹): 6.4

A molecular structure, C29H22Co2F6N3O6S at a distorted geometry. Source: the Open Molecules 2025 dataset; level of theory: ωB97M-V/def2-TZVPD.

Geometry as XYZ:
```
69
Properties=species:S:1:pos:R:3:mulliken_charge:R:1
F 7.50494 -1.66430 -4.13288 -0.26
C 6.92704 -1.90107 -2.90895 0.86
F 6.71797 -3.24239 -2.81583 -0.28
F 7.86575 -1.56891 -1.96246 -0.26
C 5.66541 -1.09519 -2.73194 0.05
C 4.42557 -1.69500 -2.53265 -1.03
C 3.28038 -0.88756 -2.35867 1.50
N 2.05862 -1.55609 -2.19789 -0.04
C 0.77952 -1.03000 -2.13433 0.51
S 0.40351 0.49857 -2.70191 -0.54
N -0.11060 -1.93151 -1.60970 -0.23
C -1.43815 -1.62723 -1.05053 -0.40
C -2.07977 -0.45245 -1.76276 1.00
C -2.72669 -0.78776 -3.12735 -0.78
C -3.98916 0.09352 -3.19422 -0.36
C -4.18587 0.69448 -1.79502 -0.81
N -3.01661 0.29854 -1.00409 -0.07
C 3.41215 0.49646 -2.32630 -0.15
C 4.65881 1.06750 -2.57819 -0.46
C 4.79404 2.56432 -2.60618 0.89
F 5.82911 2.97421 -3.39957 -0.28
F 3.65985 3.17221 -3.07060 -0.25
F 5.03063 3.06637 -1.34873 -0.25
C 5.79409 0.29159 -2.77135 -1.22
H 4.33701 -2.78171 -2.51785 0.44
H 2.12167 -2.56928 -2.10766 0.24
H 0.30559 -2.78158 -1.23740 0.27
H -2.07805 -2.51201 -1.18530 0.27
H -1.35801 -1.44922 0.03351 0.05
H -1.27472 0.33594 -1.95057 -0.27
H -2.01395 -0.58660 -3.93473 0.21
H -2.98707 -1.85261 -3.12681 0.34
H -3.86381 0.89644 -3.92694 0.24
H -4.86676 -0.49374 -3.48030 0.31
H -4.24358 1.79152 -1.83146 0.36
H -5.12693 0.35482 -1.33295 0.26
H -3.27651 -0.07010 -0.09682 -0.58
H 2.55820 1.15247 -2.14060 0.13
H 6.75491 0.75926 -2.94551 0.44
O -5.25917 2.53718 1.54884 -0.42
C -4.62976 1.78824 2.16908 0.00
Co -3.60960 0.59067 2.99222 -0.05
C -2.65763 1.66327 4.01373 0.17
O -2.04899 2.40510 4.65970 -0.40
C -4.81323 0.02693 4.26816 -0.07
O -5.75870 0.13948 4.93784 -0.44
C -2.93733 -0.89260 2.19489 -0.74
C -2.28847 0.24570 1.79947 0.49
C -1.34598 0.88195 1.04040 -0.06
C -0.09202 1.26411 1.65485 0.85
C 0.78580 2.15585 0.99168 -0.51
C 1.86644 2.70567 1.66461 -0.72
C 2.11470 2.35590 3.00389 -0.50
C 1.31380 1.39566 3.63763 -0.71
C 0.23769 0.82747 2.95865 -0.26
Co -3.16850 -1.60986 4.03220 -0.10
C -4.33190 -2.69392 4.80873 0.34
O -5.13104 -3.37251 5.29578 -0.44
C -2.06865 -0.84751 5.18337 -0.03
O -1.28817 -0.41857 5.92454 -0.38
C -2.05822 -2.89014 3.59599 0.24
O -1.31498 -3.70447 3.24993 -0.40
H -3.33459 -1.62010 1.46824 1.02
H -1.56909 1.30916 0.06262 0.62
H 0.56268 2.40253 -0.04940 0.32
H 2.51101 3.41621 1.14761 0.40
H 2.93489 2.82392 3.55122 0.34
H 1.51129 1.08969 4.66985 0.39
H -0.38080 0.05306 3.42715 0.21
```

Properties
Net charge: -1
Energy above the lowest of the compared OMol25 structures with the same formula, charge and spin (kJ/mol): 172.70
Orbital gap (eV): 4.98
Largest force on an atom (eV Å⁻¹): 5.4